Density functional theory data (ωB97M-V/def2-TZVPD) for a molecular structure, C27H23F8IrN4O4PS at a distorted geometry.

```
69
Properties=species:S:1:pos:R:3:forces:R:3
O -1.873 0.463 -2.659 0.0 -0.2 0.0
H -2.646 5.129 -1.103 0.0 0.0 0.0
H -0.816 -1.833 4.363 0.0 0.0 0.0
C 2.688 0.989 -1.761 1.4 0.8 -0.4
H 1.838 1.966 -3.485 0.0 0.0 0.0
H 1.140 1.597 0.835 0.0 0.0 0.1
C -3.566 -3.368 1.197 0.0 0.0 0.0
Ir -1.034 -0.290 0.737 -0.1 0.1 0.4
H 4.001 3.072 -4.125 0.0 0.0 0.0
C 2.741 1.811 -2.909 -0.2 -0.3 0.4
C 1.486 0.423 -1.367 -0.9 -1.0 0.2
O 1.509 -5.432 -0.027 0.0 0.1 -0.1
C -0.919 -3.803 -2.056 0.0 -0.1 -0.1
F 1.876 0.599 2.814 0.0 0.0 -0.1
H 1.386 -0.123 -0.438 -0.1 0.6 0.2
H 0.575 0.632 -1.915 0.0 0.3 0.2
H -4.796 -3.029 3.703 0.0 0.0 0.0
C 5.028 1.395 -1.327 0.1 0.2 -0.2
H -1.924 -3.875 -2.447 0.0 0.0 0.0
C 1.038 -2.437 -1.898 -1.0 -1.0 0.3
H -0.092 -1.055 -3.691 -0.1 0.0 -0.1
C 3.916 2.424 -3.264 0.3 0.0 0.1
H -4.297 3.345 -0.697 0.0 0.0 0.0
H -3.572 1.128 0.070 0.0 0.0 0.0
H -1.566 -1.998 -3.857 0.0 -0.1 0.1
H -3.042 -2.109 5.625 0.0 0.0 0.0
C -0.964 3.928 -0.473 0.0 0.0 0.0
C -2.888 -2.360 4.592 0.0 0.0 0.0
F 1.763 1.094 5.073 0.0 0.0 -0.1
F 0.851 -0.843 4.221 -0.1 0.0 0.0
H 5.936 1.281 -0.752 0.0 0.0 0.0
F -1.119 -5.807 -0.899 0.1 0.1 0.0
C -2.824 1.904 -0.045 0.0 0.0 0.0
H -0.329 5.887 -1.104 0.0 0.0 0.0
S -0.463 -2.550 1.550 0.0 -0.2 0.0
H -4.548 -2.921 1.058 0.0 0.0 0.0
C 0.005 4.934 -0.710 0.0 0.0 0.0
C -1.505 1.610 0.213 0.0 0.1 -0.1
C -3.746 -2.805 3.651 0.0 0.0 0.0
F -0.422 0.354 2.689 -0.3 -0.1 -0.4
F -0.533 0.799 4.925 0.0 0.0 -0.1
C 0.949 -4.632 -0.728 -0.1 -0.3 0.1
C -0.850 -1.604 -3.137 0.1 0.1 -0.1
C -1.746 -2.590 2.688 0.1 0.0 -0.1
C -0.408 -4.737 -1.256 0.0 -0.1 0.0
H 2.778 3.343 0.379 0.0 0.0 0.0
N -3.029 -2.941 2.476 0.0 -0.1 0.0
C -2.336 4.159 -0.731 0.0 0.0 0.0
N -0.191 -2.692 -2.440 0.4 0.1 0.2
C 1.739 3.493 0.106 0.0 0.1 0.1
N -1.660 -2.251 3.983 0.1 0.1 0.0
C -0.551 2.665 0.031 -0.1 0.0 -0.1
C -3.246 3.171 -0.502 0.0 0.0 0.0
C 3.850 0.788 -0.979 -0.5 0.0 -0.2
H 2.054 5.508 -0.614 0.0 0.0 0.0
N 1.572 -3.448 -1.146 0.0 0.4 -0.1
C 1.329 4.724 -0.440 0.0 0.0 0.0
O -1.647 -1.049 -0.979 0.0 -0.2 0.1
H 2.479 -3.264 -0.741 0.0 0.0 0.0
H -2.895 -3.018 0.416 0.0 0.0 0.0
C -1.535 -0.602 -2.200 0.0 0.5 0.0
F 0.513 2.278 3.538 0.0 0.0 0.0
O 1.652 -1.386 -2.090 0.7 0.0 -0.7
C 0.824 2.501 0.333 0.0 0.0 0.1
H 3.784 0.168 -0.093 0.0 0.0 0.0
C 5.030 2.200 -2.462 -0.2 -0.1 0.0
P 0.722 0.754 3.926 0.3 0.0 0.3
F 6.167 2.794 -2.800 0.3 0.1 -0.1
H -3.642 -4.455 1.157 0.0 0.0 0.0
```
Forces are in eV/Å.

## Properties
HOMO (spin up / spin down): -7.26 / -7.22 eV
ΔE to the lowest compared entry with this formula, charge and spin: 34.7 kJ/mol
max |F|: 1.61 eV/Å
spin multiplicity: 2
M: 874.7 Da
⟨S²⟩: 0.754
LUMO (spin up / spin down): -1.765 / -1.766 eV